A cluster of 2 separate species, CH2O2S3 in total at a distorted geometry. Source: the Open Molecules 2025 dataset; level of theory: ωB97M-V with the def2-TZVPD basis set.

Calculated values
HOMO level (alpha / beta): -9.3 / -7.7 eV
Kohn-Sham gap (alpha / beta): 8.103 / 5.943 eV

Geometry as XYZ:
```
8
CH2O2S3 | the Open Molecules 2025 dataset | ωB97M-V with the def2-TZVPD basis set
C 0.0107 0.6747 -1.0509
O 1.4741 -1.6093 3.2766
O -1.3224 0.8082 -3.0895
S 1.0128 1.0881 0.1127
S 1.1509 0.0114 3.2442
S -1.4030 0.0857 -1.5189
H 1.3561 -1.8345 2.3518
H -2.2791 0.7758 -3.3261
```